Record 1
This record from the Open Molecules 2025 dataset describes 9 unconnected molecules or ions with the total composition CH20N2O9 in a non-equilibrium geometry. The level of theory is wB97M-V/def2-TZVPD.

Properties
total charge: 0
energy: -836.80353 Eh
lowest unoccupied orbital energy: -0.53 eV
energy relative to the best compared isomer or geometry (same formula, charge and spin): 2.4 kcal/mol

Geometry as XYZ:
```
32
Properties=species:S:1:pos:R:3:forces:R:3
O -8.33808 2.43220 -9.80996 -0.405 0.017 -0.126
H -7.86652 1.91063 -10.46495 0.165 -0.025 0.115
H -8.10902 3.34101 -10.02219 0.141 -0.010 0.088
O -6.60325 3.72009 -12.49460 -0.005 -0.108 -0.100
H -5.93804 3.16835 -12.92051 -0.037 -0.047 0.011
H -7.41838 3.55348 -12.98054 -0.017 0.079 0.028
O -2.99523 3.57008 -6.49647 -0.040 0.205 -0.018
H -2.75722 4.40960 -6.09330 -0.094 -0.033 0.088
H -3.96866 3.54281 -6.47775 0.315 0.036 0.138
O -3.78725 1.12308 -10.99478 -0.159 -0.085 -0.505
H -3.43534 1.44807 -11.82836 0.061 -0.030 0.025
H -4.57659 1.65267 -10.82054 0.097 0.049 0.343
O -5.16117 5.61858 -11.07405 -0.226 -0.165 -0.284
H -4.36428 5.77550 -11.59079 0.029 0.046 0.065
H -5.75928 5.13871 -11.68125 0.132 0.137 0.129
O -5.78581 3.34612 -6.30959 -0.365 0.065 -0.248
H -6.38343 4.08734 -6.47867 0.116 0.176 0.238
H -6.11401 2.94641 -5.49854 0.081 -0.105 -0.029
O -5.32755 2.96604 -9.38709 -0.145 0.302 0.028
H -5.46457 3.28765 -8.48091 0.068 -0.458 -0.085
H -5.39282 3.76793 -9.91903 0.228 0.099 0.013
O -2.64842 1.31281 -8.35820 0.227 -0.166 0.306
H -3.47600 1.54179 -8.78881 0.020 0.118 -0.107
H -2.10354 0.96739 -9.06869 -0.137 -0.042 -0.107
C -5.88428 6.32688 -7.61009 0.485 0.064 -0.354
O -6.13504 6.40768 -6.41604 -0.029 -0.112 -0.219
N -4.63066 6.36364 -8.14414 -0.078 0.087 -0.320
N -6.87700 6.13844 -8.55491 0.217 -0.091 1.268
H -4.53849 6.40371 -9.14297 0.034 -0.113 -0.023
H -3.80547 6.53727 -7.60486 -0.189 -0.059 0.388
H -7.77125 6.31495 -8.13072 -0.304 -0.084 -0.665
H -6.67850 6.10376 -9.53669 -0.187 0.253 -0.083
```
Forces are in eV/Å.

Record 2
This record from the Open Molecules 2025 dataset describes a molecular structure, C32H47AsClF6MnN4O6S3 in a non-equilibrium geometry. The level of theory is wB97M-V/def2-TZVPD.

Properties
total charge: +2
energy: -7558.16604 Eh
multiplicity: 5
lowest unoccupied orbital energy (spin up / spin down): -8.88 / -6.95 eV
energy relative to the best compared isomer or geometry (same formula, charge and spin): 65.0 kcal/mol

Geometry as XYZ:
```
101
Properties=species:S:1:pos:R:3:forces:R:3
Mn 1.87212 -0.02711 -1.20096 0.540 -0.174 -0.062
F -0.32651 -3.23572 -1.28071 0.515 0.070 -0.226
C 0.86690 -2.95758 -0.74355 -0.757 -0.895 0.337
F 0.64391 -1.83508 0.02146 0.325 0.186 -0.287
F 1.18055 -3.93223 0.09026 0.173 0.377 -0.364
S 2.20825 -2.85181 -2.14677 -1.667 -2.364 1.442
O 2.35816 -1.42742 -2.40800 0.371 1.484 -1.241
O 1.60295 -3.61239 -3.16307 0.372 -0.286 -0.467
N 3.46502 -3.41631 -1.44201 0.140 0.057 -0.645
S 4.13291 -2.24219 -0.61158 1.320 -0.536 0.906
O 3.10878 -1.55584 0.16117 -0.386 0.496 0.643
O 5.02759 -1.40519 -1.33182 0.453 -0.197 -0.390
C 5.13010 -3.21856 0.63337 0.017 -0.577 0.520
F 5.77638 -2.39431 1.46186 -0.289 0.260 -0.437
F 6.01138 -3.99023 0.03086 -0.192 0.214 -0.259
F 4.29867 -3.95977 1.35051 -0.083 0.100 -0.180
C -1.20945 2.94644 -2.10924 0.212 -0.059 0.171
C -1.10986 2.43087 -0.67333 0.104 -0.375 -0.428
As 0.73124 1.81013 -0.19405 -1.864 2.818 1.878
C 0.42886 1.33777 1.70978 0.303 -0.557 -0.030
C 0.35317 2.51532 2.68063 0.081 0.170 -0.513
C 1.60242 3.59576 -0.21979 0.481 -0.276 -0.374
C 2.24116 3.83692 -1.58819 -0.071 -0.141 0.090
H -2.25122 3.07017 -2.39867 -0.040 -0.009 0.012
H -0.73820 2.25212 -2.80661 -0.110 0.065 -0.125
H -0.72338 3.91528 -2.20585 -0.006 0.018 -0.100
H -1.82518 1.62194 -0.51001 0.168 0.030 0.108
H -1.34972 3.23909 0.03136 0.325 -0.289 0.064
H 1.24014 0.65457 1.97960 -0.131 0.003 0.098
H -0.50533 0.76480 1.73129 0.154 -0.004 -0.151
H 1.29843 3.05620 2.70813 -0.042 0.056 0.047
H 0.13532 2.15557 3.68577 -0.009 -0.079 -0.048
H -0.43811 3.20736 2.38931 0.026 0.038 0.098
H 2.36582 3.63142 0.55911 -0.218 -0.091 -0.006
H 0.83855 4.35504 -0.00841 -0.044 -0.443 0.055
H 2.94546 3.03474 -1.82001 0.005 0.195 -0.111
H 2.78025 4.78182 -1.58887 0.016 0.039 -0.039
H 1.48937 3.86706 -2.37609 0.086 0.053 -0.065
C 4.84735 5.26953 4.11878 0.063 0.093 0.128
C 4.76361 4.41537 2.90171 -0.060 -0.001 -0.137
C 5.35851 4.81798 1.70744 -0.101 -0.126 0.171
C 5.35806 3.98705 0.60107 -0.063 -0.191 -0.203
C 4.74160 2.74775 0.68301 0.042 -0.012 -0.445
C 4.10132 2.34796 1.84781 0.000 -0.231 -0.088
C 4.11727 3.18011 2.95241 0.044 -0.063 -0.210
S 4.94899 1.56809 -0.68142 0.705 0.896 1.288
C 6.15146 0.60326 0.29869 -0.097 -0.415 -0.502
O 3.59964 0.85859 -0.74541 -1.194 -0.304 -0.181
H 4.92643 6.31898 3.85506 0.005 0.132 0.033
H 5.74221 4.99903 4.67929 0.042 0.041 0.102
H 3.99038 5.12989 4.77244 -0.043 0.003 0.041
H 5.84414 5.78065 1.65465 0.046 0.090 -0.028
H 5.84477 4.29575 -0.30987 0.104 0.067 -0.174
H 3.60512 1.38465 1.87842 0.042 -0.066 0.114
H 3.65428 2.85902 3.87537 -0.064 -0.009 0.044
H 5.67296 0.13566 1.15397 -0.197 0.071 0.027
H 6.89290 1.31925 0.64376 -0.064 0.220 -0.073
H 6.62169 -0.14622 -0.32669 -0.026 0.030 -0.068
C -6.47168 -1.74438 -1.97912 0.158 0.134 0.150
C -5.67919 -0.63710 -1.28175 0.061 0.124 -0.039
C -5.88222 0.68836 -2.03810 -0.030 -0.202 0.075
C -6.30143 -0.43702 0.11019 0.204 -0.228 -0.147
C -4.14507 -0.97493 -1.18868 -0.233 -0.773 -0.405
O -3.49380 0.00404 -0.38544 0.053 0.357 0.217
C -3.80280 -2.40224 -0.67501 -0.209 0.545 0.343
C -4.02966 -2.66469 0.82532 -0.087 -0.123 -0.331
C -3.07834 -3.69876 1.34756 0.328 -0.219 0.254
C -3.09231 -5.00510 0.84598 -0.026 0.594 0.201
C -2.21135 -5.95305 1.31940 0.448 -0.053 0.400
C -1.29368 -5.61195 2.31749 -0.590 0.742 -0.328
Cl -0.19879 -6.78197 2.91213 0.315 -0.327 0.154
C -1.27409 -4.31356 2.83343 0.214 -0.713 -0.114
C -2.15901 -3.37438 2.34852 -0.410 -0.036 -0.478
C -3.50817 -0.89426 -2.59778 -1.215 0.164 0.150
N -2.07839 -0.71361 -2.60279 1.059 0.159 0.891
C -1.19573 -0.54809 -1.63066 -0.177 0.152 0.416
N 0.00818 -0.30606 -2.15806 0.203 0.112 0.577
C -0.21683 -0.36067 -3.49929 -0.001 0.099 -0.383
N -1.46521 -0.59635 -3.77745 0.422 0.051 -1.155
H -7.48682 -1.39188 -2.14210 -0.107 -0.003 -0.069
H -6.53301 -2.63687 -1.36208 -0.002 -0.148 0.019
H -6.05394 -2.00758 -2.94602 0.047 -0.077 -0.189
H -6.86026 1.09184 -1.79162 -0.101 0.059 -0.012
H -5.86115 0.55220 -3.11508 0.043 0.045 -0.171
H -5.13605 1.42650 -1.74992 0.047 0.133 -0.019
H -7.36959 -0.28500 -0.01844 -0.082 0.087 0.017
H -5.92273 0.44957 0.61815 -0.015 0.161 0.151
H -6.17573 -1.30017 0.75182 0.021 -0.063 0.138
H -4.13484 0.31978 0.26341 0.063 -0.032 -0.005
H -2.74263 -2.56415 -0.88200 0.001 -0.104 -0.013
H -4.35716 -3.12342 -1.27203 0.070 -0.069 -0.080
H -5.04546 -3.03109 0.98427 -0.053 0.168 0.050
H -3.89779 -1.74153 1.39221 -0.073 -0.033 0.037
H -3.81399 -5.28085 0.09080 -0.067 -0.054 -0.099
H -2.23295 -6.95920 0.93335 0.032 -0.136 -0.013
H -0.57516 -4.06066 3.61425 0.096 -0.012 0.107
H -2.15576 -2.37649 2.76579 -0.012 0.107 0.043
H -3.91015 -0.05121 -3.15949 0.109 -0.078 0.018
H -3.72802 -1.80535 -3.15632 0.059 0.063 0.038
H -1.42148 -0.58208 -0.58396 -0.115 -0.112 0.045
H 0.54469 -0.20757 -4.23826 0.091 -0.057 -0.199
```
Forces are in eV/Å.

Record 3
This record from the Open Molecules 2025 dataset describes a molecular structure, C13H8F3NS3Tc. The level of theory is wB97M-V/def2-TZVPD.

Properties
total charge: +1
energy: -2129.64495 Eh
lowest unoccupied orbital energy (spin up / spin down): -6.17 / -5.99 eV
energy relative to the best compared isomer or geometry (same formula, charge and spin): 0.0 kcal/mol

Geometry as XYZ:
```
29
Properties=species:S:1:pos:R:3:forces:R:3
Tc -0.87126 -0.47644 -1.42829 0.088 0.073 -0.592
F -2.12554 4.01766 0.60105 -0.024 0.005 -0.084
C -2.09196 3.40287 1.78107 -0.031 0.007 0.076
F -1.03261 3.86710 2.45798 0.048 0.006 0.014
F -3.19073 3.75308 2.46080 -0.007 0.005 0.035
C -2.01554 1.89891 1.65863 0.002 -0.041 0.018
C -2.33316 1.12578 2.76686 0.005 0.052 -0.112
C -2.24501 -0.25702 2.70568 -0.048 0.013 0.152
C -1.83149 -0.84580 1.53328 0.017 -0.186 -0.162
N -1.51075 -0.09719 0.47540 -0.163 0.282 0.238
C -1.59863 1.25062 0.50159 -0.128 -0.217 0.196
S -1.08083 1.87042 -1.04226 0.174 0.037 -0.123
H -2.65721 1.61243 3.67760 -0.002 0.003 -0.004
H -2.49529 -0.86835 3.55985 0.011 -0.018 -0.022
H -1.74339 -1.91727 1.41667 0.003 0.008 -0.007
S 0.08912 -2.45045 -1.42463 0.027 -0.080 0.349
C 1.73276 -1.80789 -1.51087 -0.141 0.054 -0.054
C 2.01034 -0.57915 -0.89560 -0.026 -0.213 -0.178
C 3.26955 -0.01685 -1.03347 0.031 0.103 0.014
C 4.24745 -0.68841 -1.75121 -0.014 -0.041 -0.009
C 3.97410 -1.92263 -2.33772 0.051 0.047 0.004
C 2.71837 -2.48835 -2.22562 -0.077 0.072 -0.018
H 1.26486 -0.10098 -0.26221 0.096 0.030 0.135
H 3.49335 0.92785 -0.55643 0.000 -0.003 -0.013
H 5.23542 -0.25747 -1.84081 -0.004 -0.012 -0.003
H 4.74635 -2.44414 -2.88698 0.008 0.017 0.012
H 2.49163 -3.43866 -2.69112 0.011 0.006 0.008
S -3.92019 -1.84189 -1.95733 0.339 0.252 0.046
C -2.52969 -1.22776 -1.75190 -0.246 -0.260 0.085
```
Forces are in eV/Å.